a.
The following is a DFT calculation (ωB97M-V with the def2-TZVPD basis set) of a cluster of 2 separate species, C4H12 in total.

The HOMO-LUMO gap is 12.77 eV. Its LUMO energy is 1.08 eV.

Positions of all 16 atoms, in Å:
C1 0.82101 0.41115 2.18956
C2 -0.39532 -0.41622 2.65403
H1 0.52639 1.41392 1.86653
H2 1.62603 0.40661 2.91480
H3 1.19208 0.00853 1.24215
H4 0.00748 -1.28895 3.16518
H5 -0.94748 -0.71562 1.76686
H6 -1.07605 0.12835 3.29925
C3 -0.90252 0.18772 -2.73129
C4 0.45078 -0.23365 -2.10357
H7 -1.71928 -0.14261 -2.09083
H8 -0.84126 1.27212 -2.75016
H9 -1.11351 -0.21529 -3.71908
H10 0.37045 -0.00411 -1.03824
H11 1.23840 0.44975 -2.42180
H12 0.76281 -1.26170 -2.24338

---

b.
The following is a DFT calculation (ωB97M-V with the def2-TZVPD basis set) of a cluster of 2 separate species, C4H12 in total.

The HOMO-LUMO gap is 12.24 eV. Its LUMO energy is 1.08 eV.

Positions of all 16 atoms, in Å:
C1 -2.64699 0.48344 -0.35146
C2 -1.68387 -0.62641 -0.70611
H1 -2.21503 1.55273 -0.32948
H2 -3.54794 0.34182 -0.91362
H3 -2.85716 0.41188 0.71011
H4 -1.13820 -0.20343 -1.56639
H5 -2.03810 -1.62175 -0.89015
H6 -0.82235 -0.76370 -0.05390
C3 1.53354 -0.36726 0.23395
C4 2.72663 0.53625 0.70798
H7 0.61142 0.08369 0.03823
H8 1.65865 -0.89885 -0.64999
H9 1.33590 -1.12200 1.05576
H10 3.12244 0.11266 1.67985
H11 2.36306 1.48878 0.99161
H12 3.59800 0.59213 0.04364

---

Most stable: a

---

a.
The following is a DFT calculation (ωB97M-V with the def2-TZVPD basis set) of a cluster of 2 separate species, C4H12 in total.

The HOMO-LUMO gap is 12.36 eV. Its LUMO energy is 1.16 eV.

Positions of all 16 atoms, in Å:
C1 -1.23102 -1.15069 0.95819
C2 -2.35658 -0.84671 -0.00101
H1 -0.36508 -1.54893 0.40559
H2 -0.93295 -0.38757 1.67387
H3 -1.22142 -2.05918 1.60077
H4 -3.31139 -0.82406 0.52707
H5 -2.41341 -1.68342 -0.69463
H6 -2.18230 0.15046 -0.39143
C3 1.12035 1.35010 -0.63198
C4 2.44946 0.67178 -0.31701
H7 0.28723 0.65433 -0.64893
H8 0.81882 2.27831 -0.14401
H9 1.26917 1.73792 -1.64846
H10 3.22064 1.34785 0.04726
H11 2.80339 0.05117 -1.13707
H12 2.31133 -0.04993 0.50179

---

b.
The following is a DFT calculation (ωB97M-V with the def2-TZVPD basis set) of a cluster of 2 separate species, C4H12 in total.

The HOMO-LUMO gap is 12.38 eV. Its LUMO energy is 1.13 eV.

Positions of all 16 atoms, in Å:
C1 0.92136 0.86517 -1.56439
C2 0.45652 2.29894 -1.45245
H1 0.49455 0.28417 -0.73495
H2 0.66770 0.32686 -2.47326
H3 2.00407 0.82305 -1.42762
H4 0.92981 2.90043 -2.23091
H5 -0.59234 2.30677 -1.78861
H6 0.54952 2.72034 -0.45661
C3 -0.28151 -2.14650 1.91766
C4 -1.05699 -0.97643 1.21613
H7 -0.73735 -2.99243 1.39401
H8 0.76574 -2.02798 1.64771
H9 -0.42840 -2.23179 2.97482
H10 -0.31660 -0.18920 1.06475
H11 -1.38333 -1.19089 0.19368
H12 -1.99277 -0.77051 1.72004

---

Most stable: b

---

a.
The following is a DFT calculation (ωB97M-V with the def2-TZVPD basis set) of a cluster of 2 separate species, C4H12 in total.

The HOMO-LUMO gap is 12.42 eV. Its LUMO energy is 1.08 eV.

Positions of all 16 atoms, in Å:
C1 -1.54707 0.93147 -0.82421
C2 -1.85053 1.54716 0.47919
H1 -1.15317 -0.01564 -0.82270
H2 -2.28128 0.98842 -1.59840
H3 -0.66610 1.54689 -1.18832
H4 -0.90421 1.90061 1.07466
H5 -2.37560 0.93218 1.22189
H6 -2.45111 2.46050 0.62069
C3 0.87748 -1.36858 -0.12618
C4 2.36074 -1.24319 0.32764
H7 0.46790 -0.37841 0.01909
H8 0.90716 -1.62735 -1.19130
H9 0.28348 -2.11002 0.38826
H10 2.86197 -0.35017 0.16926
H11 3.19477 -1.98127 0.05598
H12 2.27556 -1.23258 1.39444

---

b.
The following is a DFT calculation (ωB97M-V with the def2-TZVPD basis set) of a cluster of 2 separate species, C4H12 in total.

The HOMO-LUMO gap is 12.61 eV. Its LUMO energy is 1.15 eV.

Positions of all 16 atoms, in Å:
C1 -1.95030 -0.67852 2.12497
C2 -0.72461 -0.66710 1.21159
H1 -2.70065 -1.43878 1.88189
H2 -1.62663 -0.74179 3.16255
H3 -2.57514 0.21606 2.03262
H4 -0.12381 0.16887 1.57823
H5 -0.98868 -0.54471 0.16575
H6 -0.12996 -1.56353 1.37934
C3 1.12909 1.35529 -1.53343
C4 1.57085 -0.06741 -1.90983
H7 0.48973 1.33840 -0.64306
H8 2.01255 1.94657 -1.28610
H9 0.52907 1.95824 -2.20938
H10 1.71922 -0.73975 -1.06308
H11 0.82750 -0.59685 -2.50598
H12 2.54176 0.05501 -2.38609

---

Most stable: b

---

a.
The following is a DFT calculation (ωB97M-V with the def2-TZVPD basis set) of a cluster of 2 separate species, C4H12 in total.

The HOMO-LUMO gap is 12.61 eV. Its LUMO energy is 1.14 eV.

Positions of all 16 atoms, in Å:
C1 1.86264 -0.86114 0.89746
C2 0.94042 -0.62106 2.20836
H1 2.72048 -1.46068 1.32785
H2 1.31620 -1.45297 0.21993
H3 2.31777 -0.06776 0.44102
H4 1.00968 0.46370 2.34350
H5 1.26492 -1.26904 3.06105
H6 -0.02448 -0.71058 1.96502
C3 -1.78048 0.16275 -1.18206
C4 -1.03469 1.32589 -1.92361
H7 -2.51816 -0.19395 -1.85477
H8 -1.22024 -0.64104 -0.73812
H9 -2.29657 0.71158 -0.33927
H10 -0.67855 0.86245 -2.76857
H11 -1.71089 2.02079 -2.29096
H12 -0.16806 1.73107 -1.36685

---

b.
The following is a DFT calculation (ωB97M-V with the def2-TZVPD basis set) of a cluster of 2 separate species, C4H12 in total.

The HOMO-LUMO gap is 12.52 eV. Its LUMO energy is 1.11 eV.

Positions of all 16 atoms, in Å:
C1 -2.36477 1.74971 -1.19144
C2 -2.18005 0.93134 0.07673
H1 -2.88925 2.68901 -1.02287
H2 -1.44195 2.05455 -1.69162
H3 -2.85938 1.17281 -1.97937
H4 -1.93038 1.57853 0.91169
H5 -2.95188 0.20673 0.32227
H6 -1.34657 0.22935 -0.08361
C3 1.81501 -0.81276 1.01931
C4 2.59915 -1.78874 0.14374
H7 2.41975 -0.33790 1.78640
H8 1.27414 -0.13081 0.37016
H9 1.11193 -1.41087 1.60821
H10 2.40126 -1.81129 -0.92707
H11 2.67231 -2.80027 0.54604
H12 3.67069 -1.51939 0.11143

---

Most stable: b

---

a.
The following is a DFT calculation (ωB97M-V with the def2-TZVPD basis set) of a cluster of 2 separate species, C4H12 in total.

The HOMO-LUMO gap is 12.86 eV. Its LUMO energy is 1.17 eV.

Positions of all 16 atoms, in Å:
C1 -2.43531 1.68686 -0.03018
C2 -1.07280 1.00579 -0.17612
H1 -2.51702 2.63072 -0.56917
H2 -3.18212 0.96182 -0.34054
H3 -2.68475 1.95428 0.99897
H4 -1.16199 0.01354 0.24549
H5 -0.28994 1.54613 0.35935
H6 -0.67275 0.98318 -1.18792
C3 1.41625 -1.84694 0.51262
C4 2.09935 -0.80610 -0.35484
H7 0.43096 -1.52757 0.83444
H8 1.25639 -2.83905 0.07434
H9 1.97338 -2.12292 1.41264
H10 2.82412 -0.26965 0.21034
H11 2.62332 -1.26245 -1.19386
H12 1.39293 -0.10766 -0.79555

---

b.
The following is a DFT calculation (ωB97M-V with the def2-TZVPD basis set) of a cluster of 2 separate species, C4H12 in total.

The HOMO-LUMO gap is 12.71 eV. Its LUMO energy is 1.07 eV.

Positions of all 16 atoms, in Å:
C1 0.00147 -1.07524 -2.10743
C2 -1.11086 -0.88789 -3.16831
H1 0.43619 -2.09795 -2.05917
H2 0.88836 -0.58484 -2.49475
H3 -0.31381 -0.68205 -1.13932
H4 -2.05961 -0.40581 -2.84597
H5 -0.81831 -0.23971 -4.00136
H6 -1.41526 -1.85712 -3.45990
C3 0.72744 1.64025 2.35158
C4 0.38521 0.30341 2.97736
H7 1.73800 2.12149 2.51614
H8 0.55281 1.45157 1.28509
H9 0.06232 2.40327 2.67230
H10 -0.68652 0.23384 3.06386
H11 0.80876 0.23607 3.99015
H12 0.80379 -0.55928 2.41973

---

c.
The following is a DFT calculation (ωB97M-V with the def2-TZVPD basis set) of a cluster of 2 separate species, C4H12 in total.

The HOMO-LUMO gap is 12.67 eV. Its LUMO energy is 1.12 eV.

Positions of all 16 atoms, in Å:
C1 2.38412 0.10431 0.58435
C2 2.06318 1.65226 0.76561
H1 2.20095 -0.58391 1.36876
H2 1.89099 -0.20302 -0.30501
H3 3.50149 0.02627 0.33989
H4 2.55061 1.98756 1.71486
H5 1.05232 2.05486 0.59901
H6 2.56374 2.27843 -0.03140
C3 -2.89057 -0.83797 -1.19276
C4 -1.72939 -0.88002 -0.13410
H7 -3.56557 -0.11808 -0.89780
H8 -2.28545 -0.70234 -2.20316
H9 -3.24516 -1.84489 -1.16394
H10 -2.06290 -0.55635 0.91233
H11 -0.80093 -0.49853 -0.42650
H12 -1.62743 -1.87859 0.06987

---

d.
The following is a DFT calculation (ωB97M-V with the def2-TZVPD basis set) of a cluster of 2 separate species, C4H12 in total.

The HOMO-LUMO gap is 12.92 eV. Its LUMO energy is 1.09 eV.

Positions of all 16 atoms, in Å:
C1 1.35712 -1.63615 -0.65517
C2 2.66888 -1.38480 0.06803
H1 0.73832 -0.73703 -0.68777
H2 1.51222 -1.95986 -1.68808
H3 0.75604 -2.41803 -0.20180
H4 3.42083 -0.95552 -0.58639
H5 2.56676 -0.69421 0.90499
H6 3.12705 -2.28768 0.46126
C3 -2.13744 0.96977 0.82477
C4 -1.90211 2.04110 -0.24630
H7 -1.25013 0.34860 0.93576
H8 -2.30475 1.39545 1.80859
H9 -2.99615 0.33908 0.58927
H10 -2.61495 2.85974 -0.14723
H11 -2.01724 1.61505 -1.24404
H12 -0.92443 2.50449 -0.13589

---

Most stable: d